[1]
DFT (ωB97M-V/def2-TZVPD) results for a cluster of 9 separate species, C63H140Br2N7 in total.

Bonds (Å) are listed after each position.
Positions of all 212 atoms, in Å:
1 C -4.94121 -10.34912 -4.15381  C2 1.570, H11 1.085, H12 1.091, H13 1.091
2 C -3.51363 -10.00379 -4.70924  C1 1.570, C3 1.508, H14 1.095, H15 1.091
3 C -2.52205 -9.43762 -3.72348  C2 1.508, C4 1.556, H16 1.089, H17 1.091
4 C -3.22895 -8.34634 -2.86860  C3 1.556, N5 1.537, H18 1.087, H19 1.087
5 N -2.22756 -7.59818 -1.97369  C4 1.537, C6 1.528, C9 1.530, C10 1.489
6 C -1.49246 -6.44351 -2.65341  N5 1.528, C7 1.510, H20 1.091, H21 1.092
7 C -2.42189 -5.25471 -2.69422  C6 1.510, C8 1.509, H22 1.091, H23 1.093
8 C -3.54048 -5.60714 -1.74464  C7 1.509, C9 1.516, H24 1.088, H25 1.090
9 C -3.01428 -6.78324 -0.94568  N5 1.530, C8 1.516, H26 1.091, H27 1.087
10 C -1.30041 -8.54398 -1.29297  N5 1.489, H28 1.091, H29 1.086, H30 1.090
11 H -5.59365 -10.76352 -4.91480  C1 1.085
12 H -5.40956 -9.44781 -3.75479  C1 1.091
13 H -4.79583 -11.05818 -3.33779  C1 1.091
14 H -3.64029 -9.32473 -5.55946  C2 1.095
15 H -3.22725 -10.91539 -5.23572  C2 1.091
16 H -1.63113 -9.00016 -4.17214  C3 1.089
17 H -2.27547 -10.21590 -3.00013  C3 1.091
18 H -3.91802 -8.84549 -2.19137  C4 1.087
19 H -3.75429 -7.58739 -3.44214  C4 1.087
20 H -0.55932 -6.33795 -2.09835  C6 1.091
21 H -1.13224 -6.70832 -3.64935  C6 1.092
22 H -1.92861 -4.29829 -2.51202  C7 1.091
23 H -2.83105 -5.07430 -3.69135  C7 1.093
24 H -3.83731 -4.80116 -1.07700  C8 1.088
25 H -4.41813 -5.94685 -2.29416  C8 1.090
26 H -2.26367 -6.45917 -0.22309  C9 1.091
27 H -3.75972 -7.38696 -0.43411  C9 1.087
28 H -0.70322 -8.05245 -0.52380  C10 1.091
29 H -0.63846 -8.99008 -2.02867  C10 1.086
30 H -1.78744 -9.34625 -0.73896  C10 1.090
31 C 6.71341 -1.03430 -1.40691  C32 1.552, H41 1.090, H42 1.089, H43 1.090
32 C 5.41977 -1.47650 -0.67174  C31 1.552, C33 1.527, H44 1.091, H45 1.092
33 C 4.29160 -1.89048 -1.61343  C32 1.527, C34 1.516, H46 1.096, H47 1.094
34 C 4.52862 -3.18350 -2.36772  C33 1.516, N35 1.524, H48 1.090, H49 1.088
35 N 3.54626 -3.39861 -3.51313  C34 1.524, C36 1.533, C39 1.552, C40 1.502
36 C 4.03860 -4.61410 -4.30767  N35 1.533, C37 1.544, H50 1.087, H51 1.085
37 C 3.93621 -4.14788 -5.77610  C36 1.544, C38 1.534, H52 1.090, H53 1.090
38 C 3.19795 -2.80327 -5.80512  C37 1.534, C39 1.510, H54 1.091, H55 1.092
39 C 3.44728 -2.17072 -4.45646  N35 1.552, C38 1.510, H56 1.087, H57 1.090
40 C 2.16751 -3.63329 -2.96560  N35 1.502, H58 1.088, H59 1.088, H60 1.086
41 H 6.58974 -0.13502 -2.01114  C31 1.090
42 H 7.15264 -1.82983 -2.00621  C31 1.089
43 H 7.39707 -0.79643 -0.59184  C31 1.090
44 H 5.09161 -0.64778 -0.04345  C32 1.091
45 H 5.71382 -2.23098 0.06020  C32 1.092
46 H 4.24425 -1.01813 -2.27475  C33 1.096
47 H 3.37209 -1.93581 -1.02305  C33 1.094
48 H 4.37046 -3.98020 -1.64077  C34 1.090
49 H 5.54680 -3.19446 -2.75058  C34 1.088
50 H 3.39872 -5.47111 -4.11469  C36 1.087
51 H 5.07740 -4.87695 -4.14006  C36 1.085
52 H 3.45398 -4.82887 -6.47724  C37 1.090
53 H 4.95357 -4.09709 -6.16433  C37 1.090
54 H 2.15162 -2.89748 -6.10032  C38 1.091
55 H 3.56953 -2.25046 -6.67047  C38 1.092
56 H 2.70978 -1.46140 -4.08904  C39 1.087
57 H 4.43578 -1.73587 -4.31055  C39 1.090
58 H 2.20460 -4.47726 -2.28020  C40 1.088
59 H 1.55024 -3.81447 -3.84349  C40 1.088
60 H 1.83356 -2.72882 -2.46600  C40 1.086
61 C -2.35502 5.74426 0.38570  C62 1.549, H71 1.090, H72 1.088, H73 1.090
62 C -1.30014 6.55312 -0.40988  C61 1.549, C63 1.561, H74 1.093, H75 1.090
63 C -1.25590 6.05852 -1.88946  C62 1.561, C64 1.520, H76 1.090, H77 1.097
64 C -0.02211 6.53630 -2.63716  C63 1.520, N65 1.525, H78 1.091, H79 1.090
65 N 0.11596 6.17449 -4.11208  C64 1.525, C66 1.515, C69 1.541, C70 1.518
66 C 1.42282 6.78103 -4.57994  N65 1.515, C67 1.521, H80 1.089, H81 1.089
67 C 1.04393 7.65970 -5.76197  C66 1.521, C68 1.519, H82 1.091, H83 1.089
68 C -0.37611 8.10197 -5.45509  C67 1.519, C69 1.523, H84 1.086, H85 1.095
69 C -1.02594 6.83903 -4.90433  N65 1.541, C68 1.523, H86 1.093, H87 1.086
70 C 0.14716 4.66908 -4.30273  N65 1.518, H88 1.087, H89 1.086, H90 1.086
71 H -2.49330 6.29836 1.31426  C61 1.090
72 H -1.99097 4.73098 0.54475  C61 1.088
73 H -3.30687 5.72422 -0.14424  C61 1.090
74 H -0.41120 6.45944 0.21962  C62 1.093
75 H -1.56146 7.60994 -0.47200  C62 1.090
76 H -2.24449 6.33932 -2.25195  C63 1.090
77 H -1.22837 4.96258 -1.91735  C63 1.097
78 H 0.89609 6.10823 -2.23317  C64 1.091
79 H 0.00522 7.62582 -2.60527  C64 1.090
80 H 2.12998 5.98535 -4.81081  C66 1.089
81 H 1.94265 7.36684 -3.82296  C66 1.089
82 H 1.09771 7.13219 -6.71599  C67 1.091
83 H 1.66263 8.54668 -5.89222  C67 1.089
84 H -0.88728 8.60556 -6.27076  C68 1.086
85 H -0.36350 8.80894 -4.61878  C68 1.095
86 H -1.22205 6.12475 -5.70778  C69 1.093
87 H -1.96936 6.94760 -4.37736  C69 1.086
88 H 0.48436 4.49904 -5.32230  C70 1.087
89 H -0.88194 4.35559 -4.15743  C70 1.086
90 H 0.88059 4.25519 -3.61657  C70 1.086
91 C -4.44650 -1.78645 0.04780  C92 1.542, H101 1.088, H102 1.094, H103 1.089
92 C -3.71557 -0.47687 -0.31115  C91 1.542, C93 1.530, H104 1.096, H105 1.089
93 C -3.90962 -0.02131 -1.75930  C92 1.530, C94 1.527, H106 1.094, H107 1.097
94 C -3.82419 -1.13775 -2.79689  C93 1.527, N95 1.539, H108 1.088, H109 1.089
95 N -4.00984 -0.64186 -4.24219  C94 1.539, C96 1.527, C99 1.517, C100 1.524
96 C -3.65556 -1.78376 -5.19150  N95 1.527, C97 1.523, H110 1.091, H111 1.093
97 C -2.93952 -1.13901 -6.37103  C96 1.523, C98 1.542, H112 1.092, H113 1.086
98 C -2.87255 0.37903 -6.10782  C97 1.542, C99 1.522, H114 1.089, H115 1.086
99 C -3.05560 0.48219 -4.60076  N95 1.517, C98 1.522, H116 1.089, H117 1.091
100 C -5.46783 -0.24779 -4.44292  N95 1.524, H118 1.088, H119 1.084, H120 1.085
101 H -4.16668 -2.61785 -0.59539  C91 1.088
102 H -5.51801 -1.60222 -0.07099  C91 1.094
103 H -4.32523 -2.11235 1.08007  C91 1.089
104 H -2.66009 -0.71921 -0.14341  C92 1.096
105 H -3.99824 0.31292 0.38266  C92 1.089
106 H -3.28324 0.83603 -2.02388  C93 1.094
107 H -4.88031 0.46668 -1.91365  C93 1.097
108 H -4.61050 -1.86493 -2.60726  C94 1.088
109 H -2.82691 -1.57560 -2.77862  C94 1.089
110 H -4.57104 -2.36974 -5.28420  C96 1.091
111 H -3.03455 -2.51572 -4.66850  C96 1.093
112 H -3.55110 -1.38457 -7.24206  C97 1.092
113 H -1.94445 -1.49588 -6.62170  C97 1.086
114 H -3.67115 0.89913 -6.63517  C98 1.089
115 H -1.89420 0.71299 -6.44090  C98 1.086
116 H -3.50375 1.36770 -4.15225  C99 1.089
117 H -2.10535 0.27105 -4.10743  C99 1.091
118 H -5.57888 -0.00636 -5.49777  C100 1.088
119 H -5.55406 0.61610 -3.79386  C100 1.084
120 H -6.08509 -1.11302 -4.22570  C100 1.085
121 C -0.38530 -3.77797 0.05973  C122 1.528, H131 1.091, H132 1.091, H133 1.094
122 C -0.18358 -2.52866 0.91650  C121 1.528, C123 1.532, H134 1.095, H135 1.095
123 C 0.55892 -1.38866 0.21159  C122 1.532, C124 1.521, H136 1.099, H137 1.094
124 C 0.60427 -0.15994 1.10717  C123 1.521, N125 1.548, H138 1.095, H139 1.089
125 N 1.53488 0.95135 0.56340  C124 1.548, C126 1.538, C129 1.493, C130 1.512
126 C 0.88913 1.64925 -0.64538  N125 1.538, C127 1.543, H140 1.091, H141 1.088
127 C 0.63736 3.13799 -0.32962  C126 1.543, C128 1.546, H142 1.086, H143 1.087
128 C 1.73438 3.28903 0.74883  C127 1.546, C129 1.501, H144 1.090, H145 1.096
129 C 1.67449 2.03863 1.57693  N125 1.493, C128 1.501, H146 1.090, H147 1.092
130 C 2.90855 0.37836 0.29443  N125 1.512, H148 1.090, H149 1.087, H150 1.089
131 H 0.52894 -4.09799 -0.44122  C121 1.091
132 H -1.20131 -3.60210 -0.64226  C121 1.091
133 H -0.65853 -4.69024 0.59812  C121 1.094
134 H 0.38874 -2.88572 1.77844  C122 1.095
135 H -1.13956 -2.14800 1.29066  C122 1.095
136 H 0.28464 -1.26516 -0.84502  C123 1.099
137 H 1.57708 -1.71872 -0.01623  C123 1.094
138 H 1.11745 -0.54377 1.99489  C124 1.095
139 H -0.34188 0.32627 1.34091  C124 1.089
140 H 1.69787 1.56285 -1.37192  C126 1.091
141 H 0.02426 1.11605 -1.03339  C126 1.088
142 H 0.91332 3.82300 -1.12640  C127 1.086
143 H -0.28836 3.41936 0.16517  C127 1.087
144 H 2.72402 3.51896 0.35350  C128 1.090
145 H 1.51509 4.14358 1.39918  C128 1.096
146 H 2.58516 1.95695 2.16970  C129 1.090
147 H 0.82268 1.96060 2.25620  C129 1.092
148 H 3.62088 1.16998 0.06029  C130 1.090
149 H 2.67471 -0.17591 -0.61038  C130 1.087
150 H 3.28972 -0.19595 1.13812  C130 1.089
151 C 4.46629 0.61496 6.61986  C152 1.534, H161 1.089, H162 1.090, H163 1.089
152 C 3.13239 0.58385 5.86392  C151 1.534, C153 1.540, H164 1.097, H165 1.096
153 C 2.08739 -0.48699 6.23056  C152 1.540, C154 1.527, H166 1.095, H167 1.092
154 C 0.85765 -0.43455 5.32682  C153 1.527, N155 1.505, H168 1.094, H169 1.092
155 N -0.18357 -1.43987 5.74040  C154 1.505, C156 1.513, C159 1.512, C160 1.512
156 C 0.33312 -2.84177 5.97592  N155 1.513, C157 1.531, H170 1.086, H171 1.090
157 C -0.85266 -3.77569 5.71774  C156 1.531, C158 1.545, H172 1.089, H173 1.087
158 C -1.91837 -2.94554 4.96831  C157 1.545, C159 1.555, H174 1.087, H175 1.087
159 C -1.16581 -1.63290 4.60754  N155 1.512, C158 1.555, H176 1.089, H177 1.089
160 C -0.93770 -0.96726 6.96297  N155 1.512, H178 1.087, H179 1.087, H180 1.085
161 H 4.35510 0.48429 7.69507  C151 1.089
162 H 4.93138 1.58075 6.42132  C151 1.090
163 H 5.15626 -0.13590 6.23903  C151 1.089
164 H 3.28313 0.34859 4.80278  C152 1.097
165 H 2.66440 1.57396 5.91401  C152 1.096
166 H 1.87725 -0.40210 7.30157  C153 1.095
167 H 2.54248 -1.47294 6.11298  C153 1.092
168 H 1.23185 -0.67550 4.32768  C154 1.094
169 H 0.39836 0.55584 5.33994  C154 1.092
170 H 0.71884 -2.96579 6.98395  C156 1.086
171 H 1.10293 -3.08055 5.24163  C156 1.090
172 H -1.26726 -4.17166 6.64338  C157 1.089
173 H -0.58678 -4.63511 5.10739  C157 1.087
174 H -2.78577 -2.72342 5.58480  C158 1.087
175 H -2.22939 -3.41391 4.03759  C158 1.087
176 H -1.89629 -0.83463 4.48331  C159 1.089
177 H -0.61234 -1.76475 3.67955  C159 1.089
178 H -1.59316 -1.78691 7.24454  C160 1.087
179 H -1.54071 -0.09835 6.71306  C160 1.087
180 H -0.22806 -0.76484 7.75875  C160 1.085
181 C 2.63206 8.59224 3.68455  C182 1.510, H191 1.094, H192 1.088, H193 1.093
182 C 2.97959 7.86632 4.96255  C181 1.510, C183 1.550, H194 1.093, H195 1.090
183 C 1.94402 6.73849 5.20466  C182 1.550, C184 1.526, H196 1.094, H197 1.091
184 C 1.89489 6.27803 6.65824  C183 1.526, N185 1.524, H198 1.092, H199 1.093
185 N 0.94392 5.11129 6.89452  C184 1.524, C186 1.516, C189 1.513, C190 1.515
186 C -0.46241 5.27683 6.35388  N185 1.516, C187 1.520, H200 1.091, H201 1.086
187 C -1.04827 6.33843 7.27053  C186 1.520, C188 1.538, H202 1.089, H203 1.089
188 C -0.47783 5.97104 8.65118  C187 1.538, C189 1.537, H204 1.087, H205 1.089
189 C 0.68768 5.00567 8.38220  N185 1.513, C188 1.537, H206 1.089, H207 1.087
190 C 1.57285 3.86323 6.30990  N185 1.515, H208 1.086, H209 1.088, H210 1.087
191 H 2.78812 7.91551 2.83918  C181 1.094
192 H 3.17193 9.53331 3.60299  C181 1.088
193 H 1.56721 8.83653 3.63855  C181 1.093
194 H 2.93279 8.52859 5.83109  C182 1.093
195 H 4.00275 7.49109 4.95184  C182 1.090
196 H 2.23975 5.87767 4.59822  C183 1.094
197 H 0.92364 7.01643 4.93731  C183 1.091
198 H 1.64562 7.05385 7.38472  C184 1.092
199 H 2.86754 5.96168 7.04257  C184 1.093
200 H -1.02404 4.37136 6.58831  C186 1.091
201 H -0.53206 5.47267 5.28747  C186 1.086
202 H -2.13210 6.23815 7.29558  C187 1.089
203 H -0.78583 7.36616 7.02542  C187 1.089
204 H -1.25863 5.56487 9.28920  C188 1.087
205 H -0.16079 6.89844 9.12650  C188 1.089
206 H 0.35584 3.99608 8.61862  C189 1.089
207 H 1.62457 5.23355 8.88380  C189 1.087
208 H 2.61070 3.83750 6.62748  C190 1.086
209 H 1.53617 3.92679 5.22394  C190 1.088
210 H 0.95700 3.01661 6.60115  C190 1.087
211 Br 0.07257 -1.77293 -3.64951  no bonds
212 Br 3.41143 -2.60682 2.37692  no bonds

Properties
- Total charge: +5

Results of the Mulliken charge analysis, in e, for atoms 1 through 6: C -1.102; C -0.746; C -0.518; C -1.034; N 0.393; C -0.992


[2]
DFT (ωB97M-V/def2-TZVPD) results for a cluster of 2 separate species, C9H12F3NO2 in total.

Bonds (Å) are listed after each position.
Positions of all 27 atoms, in Å:
1 C -1.83987 -1.93171 0.95800  C2 1.368, C4 1.416, H16 1.111
2 C -1.71682 -3.21844 0.51146  C1 1.368, O11 1.296, H17 1.106
3 C -1.80437 -2.02545 -1.20838  C4 1.369, O11 1.328, H18 1.088
4 C -1.87285 -1.10926 -0.19406  C1 1.416, C3 1.369, C8 1.432
5 C 1.97599 0.61492 1.46884  C6 1.601, H19 1.041, H20 1.055, H21 1.047
6 C 0.74690 0.20122 0.52950  C5 1.601, C7 1.524, H22 1.088, H23 1.111
7 C -0.03282 1.38108 -0.03854  C6 1.524, N10 1.333, H24 1.065
8 C -1.89336 0.26080 -0.60914  C4 1.432, C9 1.551, O12 1.362
9 C -2.75247 1.23465 0.23908  C8 1.551, F13 1.382, F14 1.385, F15 1.341
10 N 0.33662 1.76164 -1.26094  C7 1.333, H25 0.987, H26 0.998
11 O -1.67882 -3.27752 -0.78309  C2 1.296, C3 1.328
12 O -1.85189 0.62362 -1.92125  C8 1.362, H27 1.017
13 F -2.45623 1.17500 1.58740  C9 1.382
14 F -4.07748 0.83391 0.21285  C9 1.385
15 F -2.63043 2.53975 -0.04355  C9 1.341
16 H -1.72411 -1.55892 1.99809  C1 1.111
17 H -1.60870 -4.19530 1.01946  C2 1.106
18 H -1.67341 -1.92633 -2.28388  C3 1.088
19 H 2.39625 -0.28331 1.78696  C5 1.041
20 H 2.62999 1.16011 0.84589  C5 1.055
21 H 1.56694 1.06331 2.32179  C5 1.047
22 H 1.07320 -0.27399 -0.39335  C6 1.088
23 H 0.19154 -0.41298 1.26971  C6 1.111
24 H -0.31458 2.23698 0.52828  C7 1.065
25 H 0.59089 0.97159 -1.79507  N10 0.987
26 H -0.07704 2.60576 -1.59700  N10 0.998
27 H -2.70517 0.90631 -2.39668  O12 1.017

Properties
- Total charge: 0

Results of the Mulliken charge analysis, in e, for atoms 1 through 6: C -0.341; C -0.471; C -1.050; C 0.302; C -1.658; C -0.187


Across the entries above, gap between HOMO and LUMO takes the values 6.7; 7.7 eV, respectively.
Across the entries above, max |F| takes the values 2.513; 5.932 eV/A, respectively.